Record 1
Below is a molecular structure, C78H64BrClF15GeN6O7S3SeSiTi in a non-equilibrium geometry, with properties calculated with the ωB97M-V functional and the def2-TZVPD basis.

Results
**Kohn-Sham gap (alpha / beta)**: 5.5 / 5.9 eV
**<S²>**: 0.7803
**Spin multiplicity**: 2
**HOMO energy (alpha / beta)**: -2.09 / -2.51 eV
**Net charge**: -2

CARTESIAN COORDINATES (ANGSTROEM)
Ti  -0.50  -0.41  -0.27
O  -0.95  -3.99  -0.70
C  -0.73  -3.09  -1.50
O  -0.34  -1.93  -1.10
C  -0.87  -3.38  -2.97
C  -0.91  -4.74  -3.30
C  -0.98  -5.20  -4.60
C  -1.02  -4.28  -5.64
C  -1.02  -2.93  -5.34
C  -0.94  -2.46  -4.03
S  -0.95  -0.69  -3.92
H  -0.89  -5.44  -2.47
H  -0.99  -6.26  -4.81
H  -1.09  -4.61  -6.66
H  -1.09  -2.20  -6.13
Se  -0.50  -3.79  3.59
N  0.06  -2.58  4.81
C  0.30  -1.44  4.17
C  0.72  -0.25  4.75
C  0.95  0.83  3.90
C  0.76  0.71  2.54
N  0.29  -0.40  1.94
C  0.08  -1.46  2.73
N  -0.35  -2.62  2.24
H  0.89  -0.19  5.82
H  1.29  1.77  4.31
H  1.00  1.53  1.87
N  -2.14  -1.19  0.67
S  -3.66  -0.92  1.00
C  -3.78  -0.50  2.78
C  -3.09  -1.20  3.75
C  -3.12  -0.77  5.07
C  -3.85  0.35  5.41
C  -4.58  1.03  4.44
C  -4.55  0.60  3.13
C  -4.32  -2.59  1.28
C  -3.60  -3.72  0.96
C  -4.11  -4.97  1.29
C  -5.34  -5.07  1.91
C  -6.09  -3.93  2.16
C  -5.58  -2.69  1.85
H  -1.75  -1.98  1.19
H  -2.54  -2.09  3.48
H  -2.56  -1.31  5.81
H  -3.85  0.71  6.43
H  -5.16  1.89  4.72
H  -5.07  1.13  2.35
H  -2.64  -3.66  0.47
H  -3.53  -5.85  1.06
H  -5.72  -6.04  2.19
H  -7.07  -4.01  2.62
H  -6.15  -1.79  2.04
F  -1.82  2.93  -2.25
C  -2.90  3.59  -2.71
C  -4.16  3.13  -2.37
C  -5.22  3.89  -2.81
F  -6.48  3.51  -2.53
C  -5.06  5.04  -3.58
F  -6.12  5.76  -4.00
C  -3.79  5.43  -3.95
F  -3.61  6.52  -4.73
C  -2.69  4.71  -3.51
F  -1.45  5.10  -3.86
Ge  -4.22  1.30  -1.31
S  -1.97  -0.09  -2.26
C  -5.96  1.98  -0.27
C  -5.74  3.05  0.58
F  -4.65  3.82  0.37
C  -6.57  3.39  1.64
F  -6.32  4.45  2.44
C  -7.69  2.60  1.90
F  -8.50  2.90  2.94
C  -7.96  1.52  1.07
F  -9.05  0.77  1.32
C  -7.10  1.24  0.02
F  -7.41  0.19  -0.78
C  -5.18  0.33  -2.97
C  -5.45  -1.00  -2.68
F  -5.26  -1.42  -1.40
C  -5.87  -1.94  -3.60
F  -6.13  -3.22  -3.25
C  -6.03  -1.55  -4.93
F  -6.47  -2.42  -5.85
C  -5.75  -0.24  -5.28
F  -5.89  0.15  -6.57
C  -5.33  0.67  -4.30
F  -5.06  1.92  -4.73
C  5.89  -2.83  3.51
C  4.79  -2.13  2.71
C  3.64  -1.79  3.67
C  5.34  -0.78  2.22
Si  4.17  -3.20  1.19
Br  2.28  -2.15  0.36
C  3.63  -5.02  1.71
C  4.82  -5.98  1.79
C  2.96  -5.02  3.09
C  2.60  -5.58  0.73
C  5.41  -3.16  -0.35
C  6.84  -3.49  0.06
C  5.40  -1.80  -1.05
C  4.95  -4.17  -1.40
H  6.23  -2.20  4.32
H  6.74  -3.07  2.88
H  5.52  -3.76  3.95
H  3.99  -1.10  4.43
H  3.24  -2.66  4.17
H  2.84  -1.30  3.13
H  5.58  -0.15  3.08
H  4.60  -0.27  1.62
H  6.25  -0.91  1.64
H  5.58  -5.60  2.48
H  5.29  -6.12  0.82
H  4.49  -6.95  2.15
H  3.66  -4.78  3.88
H  2.56  -6.01  3.30
H  2.13  -4.31  3.11
H  2.97  -5.62  -0.28
H  1.69  -4.98  0.74
H  2.32  -6.59  1.04
H  7.24  -2.72  0.72
H  7.48  -3.55  -0.81
H  6.88  -4.44  0.59
H  5.75  -1.00  -0.41
H  4.40  -1.55  -1.39
H  6.05  -1.84  -1.92
H  5.00  -5.19  -1.03
H  5.60  -4.11  -2.28
H  3.94  -3.96  -1.72
C  -0.44  5.92  -1.05
C  0.20  6.07  0.29
C  0.93  7.19  0.64
C  1.50  7.28  1.90
Cl  2.41  8.69  2.33
C  1.35  6.26  2.82
C  0.59  5.15  2.49
C  0.01  5.04  1.23
O  -0.74  4.01  0.78
C  -1.39  3.16  1.69
C  -1.80  1.86  0.98
O  -2.95  1.46  1.20
O  -0.95  1.29  0.25
H  -0.21  6.76  -1.70
H  -1.52  5.84  -0.93
H  -0.10  5.00  -1.51
H  1.04  8.00  -0.06
H  1.80  6.33  3.80
H  0.47  4.36  3.22
H  -2.30  3.64  2.08
H  -0.75  2.86  2.54
O  1.61  -1.37  -2.70
C  1.81  -0.25  -2.28
N  2.74  0.59  -2.81
C  2.96  1.74  -1.98
C  1.85  1.50  -0.93
O  1.66  2.25  0.02
N  1.20  0.36  -1.20
C  4.37  1.78  -1.40
C  5.44  1.56  -2.26
C  6.74  1.66  -1.81
C  6.99  1.99  -0.49
C  5.93  2.22  0.37
C  4.62  2.11  -0.08
C  2.80  3.07  -2.69
C  2.75  4.24  -1.93
C  2.73  5.47  -2.55
C  2.79  5.56  -3.93
C  2.81  4.40  -4.69
C  2.81  3.16  -4.07
H  3.36  0.27  -3.53
H  5.26  1.32  -3.30
H  7.57  1.49  -2.49
H  8.00  2.06  -0.13
H  6.12  2.49  1.40
H  3.80  2.29  0.59
H  2.69  4.17  -0.86
H  2.69  6.37  -1.95
H  2.80  6.52  -4.41
H  2.84  4.46  -5.77
H  2.80  2.27  -4.68

Löwdin atomic charge list, values in e, 2 entries:
1 Ti 0.87
2 O 0.05

Record 2
Below is a single C5H12O2 molecule, with properties calculated with the ωB97M-V functional and the def2-TZVPD basis.

Results
**Kohn-Sham gap**: 10.9 eV
**HOMO energy**: -9.74 eV

CARTESIAN COORDINATES (ANGSTROEM)
C  3.17  0.81  -0.36
C  2.31  -0.42  -0.20
O  0.98  -0.08  -0.53
C  0.00  -0.58  0.35
C  -1.33  -0.08  -0.17
O  -2.34  -0.41  0.75
C  -3.58  0.09  0.34
H  2.90  1.56  0.39
H  3.02  1.25  -1.35
H  4.23  0.57  -0.24
H  2.36  -0.79  0.84
H  2.65  -1.24  -0.85
H  0.01  -1.68  0.40
H  0.16  -0.19  1.38
H  -1.26  1.02  -0.31
H  -1.53  -0.52  -1.16
H  -3.88  -0.31  -0.64
H  -3.56  1.19  0.26
H  -4.32  -0.20  1.09

Löwdin atomic charge list, values in e, 2 entries:
1 C -0.08
2 C -0.29

Record 3
Below is a single CH4N4S molecule in a non-equilibrium geometry, with properties calculated with the ωB97M-V functional and the def2-TZVPD basis.

Results
**Kohn-Sham gap**: 9.1 eV
**HOMO energy**: -8.37 eV

CARTESIAN COORDINATES (ANGSTROEM)
N  -0.36  -0.90  0.37
N  0.04  -0.28  -0.77
C  0.58  1.03  -0.62
S  1.47  1.31  -2.25
N  1.16  -0.31  -2.68
N  0.50  -0.94  -1.89
H  0.53  -1.13  0.92
H  -0.92  -1.74  0.26
H  -0.18  1.70  -0.27
H  1.35  1.05  0.20

Löwdin atomic charge list, values in e, 2 entries:
1 N 0.05
2 N -0.35

Calculated relative energy (zero: lowest compared OMol25 entry of this formula, charge and spin), 46.8 158.4 189.8 kJ/mol (same order as the records).
Calculated E, -413892.574 -9473.494 -17894.299 eV (same order as the records).